No. 1
C32H31N5NiO as an isolated structure, computed with ωB97M-V/def2-TZVPD.

Its spin multiplicity is 1. For the relative energy (zero: lowest compared OMol25 entry of this formula, charge and spin), the calculation gives 17.72 kcal/mol. For the orbital gap (spin up / spin down), the calculation gives 6.09 / 5.78 eV.

Element x y z (Å)
Ni -0.51040 0.00250 0.21380
N 2.95290 -2.86570 -0.17270
C 2.09060 -1.87080 -0.73770
N 1.48960 -1.07080 0.30490
C 2.11080 -0.81370 1.53930
N 1.57580 0.09800 2.30600
N 0.50640 0.69240 1.81990
C 0.07330 1.83380 2.33520
C -0.93920 2.49500 1.61060
C -1.60750 3.65510 2.04870
C -2.53250 4.24640 1.22760
C -2.80040 3.67370 -0.02070
C -2.13890 2.51400 -0.37410
N -1.22720 1.93810 0.39400
C 3.18130 -1.67180 1.92670
C 3.77230 -1.57650 3.19110
C 4.67450 -2.52550 3.61410
C 4.99750 -3.59030 2.78180
C 4.42770 -3.70190 1.52630
C 3.53360 -2.74130 1.06900
H 3.18570 -3.66240 -0.74160
H 2.62450 -1.28120 -1.50570
H 0.53500 2.25270 3.22160
H -1.37420 4.05290 3.02490
H -3.05260 5.14000 1.54260
H -3.50040 4.13420 -0.69780
H -2.34720 2.00520 -1.30580
H 3.45700 -0.77290 3.83610
H 5.11540 -2.45010 4.59560
H 5.69210 -4.34470 3.11470
H 4.65170 -4.55560 0.90020
C -2.82600 -1.46970 -2.79000
C -2.96450 -1.20880 -1.26970
C -2.93100 -2.55850 -0.52540
C -4.33050 -0.53190 -0.99670
O -1.98270 -0.33900 -0.84790
H -3.46460 -2.29690 -3.08610
H -1.79580 -1.72300 -3.02730
H -3.09690 -0.58130 -3.35630
H -3.87300 -3.08950 -0.62940
H -2.74320 -2.38180 0.53080
H -2.13140 -3.17600 -0.92330
H -5.15120 -1.20680 -1.22870
H -4.42380 0.36970 -1.59620
H -4.38120 -0.24750 0.05140
C 0.01160 -6.13090 -3.04670
C 0.47720 -5.02490 -3.73980
C 0.68510 -3.83670 -3.06730
C 0.42300 -3.71050 -1.70080
C -0.05200 -4.82410 -1.02040
C -0.23760 -6.02340 -1.69150
C 0.65100 -2.34390 -1.12820
C 0.21390 -1.76830 0.24530
C -0.08890 -2.54350 1.49410
C 0.64440 -3.66660 1.86960
C 0.41240 -4.28020 3.08670
C -0.53140 -3.77210 3.96240
C -1.23520 -2.63260 3.61470
C -1.01590 -2.02540 2.39380
H -0.17980 -7.06080 -3.56240
H 0.66910 -5.08850 -4.80100
H 1.03880 -2.97510 -3.61680
H -0.31090 -4.76690 0.02420
H -0.59600 -6.88190 -1.14480
H 0.28420 -1.63360 -1.88040
H 1.41170 -4.06120 1.22700
H 0.98060 -5.16100 3.34880
H -0.71600 -4.25910 4.90860
H -1.95260 -2.20650 4.29800
H -1.55270 -1.11580 2.12090

Atomic partial charges in e from the Mulliken method, atoms 1 to 5: Ni -0.250; N 0.110; C -0.924; N 0.171; C -0.150

No. 2
A 6-piece molecular cluster, C2H17NO5S overall, computed with ωB97M-V/def2-TZVPD.

Its spin multiplicity is 1. As for the SMILES: NCCS.O.O.O.O.O. For the relative energy (zero: lowest compared OMol25 entry of this formula, charge and spin), the calculation gives 0.00 kcal/mol. For the orbital gap, the calculation gives 8.95 eV.

Element x y z (Å)
N 2.30018 -1.33701 0.66186
C 1.01138 -1.63340 -0.01801
C 1.30424 -1.00518 -1.36819
S 0.04012 -1.22169 -2.68647
H 2.07616 -0.48669 1.08645
H 2.49985 -2.02417 1.44586
H 0.11812 -1.10369 0.42006
H 0.75484 -2.67927 -0.16173
H 1.61737 0.01389 -1.19932
H 2.20105 -1.46345 -1.84741
H -1.16158 -1.07626 -2.02853
O -3.10014 2.46106 -0.73833
H -3.81049 1.75772 -0.86140
H -2.57222 2.57740 -1.58207
O -1.58371 0.94440 1.11153
H -1.21306 1.27712 1.95509
H -2.03283 1.65368 0.64987
O -2.90923 -2.38317 -0.56585
H -3.74587 -2.28956 -0.14346
H -2.12138 -2.43480 -0.01945
O 0.39406 2.40948 -0.30684
H -0.30197 3.02365 0.08767
H 0.14475 1.53123 -0.08638
O 3.22921 1.25209 2.44916
H 2.99787 1.62983 1.52936
H 3.86328 0.60680 2.21652

Atomic partial charges in e from the Mulliken method, atoms 1 to 5: N -0.642; C -0.068; C -0.692; S -0.204; H 0.222

No. 3
C46H39AsCl5F6GeN5O6RbS7 as an isolated structure, computed with ωB97M-V/def2-TZVPD.

Its spin multiplicity is 2. The total charge is -2. Its expectation value of S² is 0.76. For the relative energy (zero: lowest compared OMol25 entry of this formula, charge and spin), the calculation gives 4.01 kcal/mol. For the orbital gap (spin up / spin down), the calculation gives 5.31 / 5.31 eV.

Element x y z (Å)
Rb 0.43147 -0.05854 0.38039
Cl 0.72921 -1.76646 -2.11911
C 1.19608 -0.49630 -3.25411
Cl 1.46527 1.08673 -2.50403
H 0.38266 -0.37869 -3.96445
H 2.13781 -0.78771 -3.70839
S -1.63231 1.82806 -2.25474
C -3.33184 2.02604 -1.97212
C -4.07712 3.03999 -2.58964
C -5.43028 3.18158 -2.37354
C -6.10592 2.30866 -1.52933
C -5.39234 1.29564 -0.90257
C -4.03154 1.14657 -1.11910
As -2.90186 -0.09918 -0.13376
C -2.65928 -1.58951 -1.38465
C -2.21976 -2.80506 -0.87169
C -1.97272 -3.88005 -1.71203
C -2.14681 -3.74322 -3.08093
C -2.57437 -2.53073 -3.59839
C -2.83759 -1.45767 -2.75780
C -4.31603 -0.92578 0.96681
C -4.55829 -0.33077 2.20002
C -5.55497 -0.80686 3.03838
C -6.32502 -1.89373 2.65375
C -6.09351 -2.49295 1.42556
C -5.09913 -2.00951 0.58811
H -3.55378 3.72214 -3.24923
H -5.96656 3.98351 -2.86900
H -7.16904 2.41420 -1.35527
H -5.91262 0.61967 -0.23345
H -2.04820 -2.91436 0.19305
H -1.63668 -4.82125 -1.29412
H -1.94338 -4.57643 -3.74299
H -2.69982 -2.41392 -4.66885
H -3.15281 -0.50533 -3.16749
H -3.96523 0.52495 2.50321
H -5.72353 -0.33012 3.99632
H -7.10007 -2.27423 3.30795
H -6.69004 -3.34207 1.11290
H -4.93176 -2.48390 -0.37182
F 2.51373 -2.19449 5.13673
C 3.06895 -2.30062 3.92433
F 4.39149 -2.16230 4.07112
F 2.82587 -3.50778 3.43885
S 2.42825 -0.94371 2.79994
O 2.35471 -1.46972 1.46455
O 3.31641 0.14525 3.07501
N 0.98504 -0.60223 3.35711
S -0.22540 -1.63891 3.24146
O -0.89081 -1.61597 1.96767
O 0.00329 -2.90671 3.85393
C -1.37599 -0.74014 4.38859
F -1.70995 0.46632 3.90505
F -0.84998 -0.56186 5.60089
F -2.49728 -1.45665 4.52998
N -2.75654 2.74808 1.67932
C -2.32802 3.37687 2.54196
N -1.80486 4.09699 3.53307
C -0.92663 3.38977 4.47014
C 0.49169 3.31512 3.92370
O 0.96574 4.62633 3.62347
C 0.16590 5.23939 2.62870
C -1.26435 5.39707 3.12192
H -1.33172 2.39205 4.64937
H -0.94118 3.95257 5.40794
H 0.53108 2.68749 3.02183
H 1.17623 2.89240 4.65962
H 0.17819 4.63334 1.70960
H 0.61453 6.21096 2.41258
H -1.90609 5.81069 2.34395
H -1.29014 6.05753 3.99418
O 1.69099 2.03448 1.00131
S 3.15191 1.90098 0.70149
C 4.00976 2.91256 1.90315
C 5.32909 2.61404 2.19600
C 5.98689 3.36865 3.15601
C 5.31492 4.38489 3.81957
C 3.98493 4.65379 3.52857
C 3.32514 3.91311 2.56218
C 3.39474 3.04323 -0.68104
C 2.31020 3.77989 -1.13032
C 2.48846 4.64798 -2.19785
C 3.73063 4.77019 -2.79851
C 4.80157 4.01155 -2.34837
C 4.63608 3.13637 -1.28793
H 5.82054 1.78543 1.70637
H 7.01573 3.14379 3.40507
H 5.82414 4.95737 4.58503
H 3.44542 5.42827 4.05947
H 2.28703 4.08571 2.33144
H 1.33897 3.64032 -0.67527
H 1.64051 5.20855 -2.56897
H 3.86273 5.44465 -3.63479
H 5.76498 4.08862 -2.83573
H 5.45790 2.51868 -0.95203
Cl 5.52154 -3.03188 0.79002
Ge 3.91033 -2.98319 -0.74471
Cl 4.67365 -4.47709 -2.21025
Cl 4.19107 -0.99647 -1.84619
S 0.17727 -8.55844 -3.07879
C 0.67383 -7.08673 -2.45633
S 0.94131 -6.88931 -0.74232
C 1.43659 -5.24356 -0.99845
N 1.40601 -4.88531 -2.23809
N 0.96561 -5.91253 -3.05238
C 0.89833 -5.56183 -4.42790
C 1.59799 -4.42803 -4.84323
C 1.53740 -4.04071 -6.16845
C 0.78765 -4.76012 -7.08553
C 0.08768 -5.87565 -6.66227
C 0.13284 -6.28563 -5.33886
S 1.87692 -4.19271 0.29646
H 2.17119 -3.86478 -4.12485
H 2.08429 -3.16136 -6.48000
H 0.74580 -4.44726 -8.12071
H -0.51224 -6.44218 -7.36228
H -0.41873 -7.14885 -5.01011

Atomic partial charges in e from the Mulliken method, atoms 1 to 5: Rb 1.231; Cl -0.085; C -0.992; Cl 0.111; H 0.467